Entry A
Below is CHNO4 in the gas phase, with properties calculated with wB97M-V/def2-TZVPD.

Geometry as ORCA input:
```
! wB97M-V def2-TZVPD RIJCOSX def2/J DEFGRID3
* xyz 0 1
C -0.2592 -0.2452 -0.2030
N 0.8260 0.5889 -0.4565
O 1.0572 0.7723 -1.6280
O -1.5877 -0.9641 1.4953
O 1.4269 1.0417 0.4888
O -0.6285 -0.3169 1.1274
H -0.8347 -0.8766 -0.8240
*
```

HOMO (alpha / beta) (eV): -11.5 / -10.9
HOMO-LUMO gap (alpha / beta) (eV): 9.13 / 9.11
M (g/mol): 91.02
LUMO level (alpha / beta) (eV): -2.385 / -1.779

---

Entry B
Below is CHNO4 in the gas phase, with properties calculated with wB97M-V/def2-TZVPD.

Geometry as ORCA input:
```
! wB97M-V def2-TZVPD RIJCOSX def2/J DEFGRID3
* xyz 0 1
O 2.6259 -0.8753 -3.2921
N 2.2021 -0.0081 -2.5930
C 1.0617 0.3678 -2.1062
O 0.3138 1.2669 -2.2369
O 0.9546 -0.3476 -0.5330
O 0.4024 0.4979 0.3618
H -0.5006 0.1641 0.5154
*
```

HOMO (alpha / beta) (eV): -10.1 / -10.1
HOMO-LUMO gap (alpha / beta) (eV): 7.75 / 7.73
M (g/mol): 91.02
LUMO level (alpha / beta) (eV): -2.346 / -2.418
Structure (SMILES): O=NC(=O)OO

---

Of all the structures shown, which is most stable? entry B, and entry A is the least stable.